ORCA calculation (ωB97M-V/def2-TZVPD) on an isolated molecule of C17H24N4O5.

Computed properties:
**Energy relative to the best compared isomer or geometry (same formula, charge and spin)**: 52.4 kcal per mole
**SMILES**: COc1ccc(NC(=O)C/C(C)=N/NC(=O)C(=O)NC(C)C)c(OC)c1
**HOMO-LUMO gap**: 8.648 eV
**LUMO**: 0.0224 hartree
**HOMO**: -8.0395 eV

The geometry in XYZ format:
```
50
Properties=species:S:1:pos:R:3:forces:R:3:nbo_charge:R:1
O 2.558 -0.284 -1.774 0.0 0.1 0.2 -0.591
O -2.711 1.004 1.450 0.0 -0.2 -0.4 -0.503
O -5.774 -2.470 0.377 0.2 0.2 0.2 -0.494
O 4.100 0.628 1.231 0.0 0.1 0.1 -0.639
O -3.047 3.065 -0.373 -0.3 0.1 0.1 -0.603
N 4.667 -0.995 -0.271 -0.1 -0.1 -0.3 -0.580
N 1.006 1.926 -0.927 -0.2 -0.2 -0.9 -0.266
N -1.928 1.237 -1.139 0.1 -0.5 -0.1 -0.627
N 2.059 1.386 -0.275 0.2 0.6 1.2 -0.440
C -2.876 0.257 -0.770 -0.2 0.0 0.0 0.031
C 2.762 0.341 -0.753 -0.3 -0.1 -0.4 0.576
C 5.647 -3.012 0.676 0.0 0.3 0.1 -0.608
C -3.381 -0.620 -1.711 0.1 0.2 0.3 -0.164
C 3.924 0.008 0.193 0.1 -0.1 0.0 0.581
C 0.324 2.880 -0.434 0.5 -0.1 0.2 0.290
C 5.847 -1.528 0.377 0.2 -0.1 0.2 -0.058
C -4.818 -1.612 -0.075 0.2 0.1 -0.1 0.330
C -0.822 3.356 -1.267 -0.3 -0.1 0.0 -0.539
C -3.218 1.073 2.760 -0.1 0.0 0.2 -0.250
C -2.071 2.551 -0.864 0.4 0.6 -0.4 0.699
C -6.364 -3.359 -0.540 -0.1 -0.1 -0.1 -0.251
C -4.342 -1.561 -1.378 -0.3 -0.3 0.1 -0.341
C -3.319 0.178 0.563 0.1 -0.1 -0.2 0.401
C 0.497 3.526 0.908 0.2 -0.2 0.0 -0.700
C 7.071 -1.298 -0.506 -0.2 0.1 0.2 -0.608
C -4.297 -0.746 0.889 -0.1 0.0 0.1 -0.360
H 2.393 1.760 0.618 -0.1 -0.2 -0.3 0.409
H 6.960 -1.829 -1.450 0.0 -0.1 -0.1 0.203
H -5.627 -4.050 -0.961 0.0 0.0 0.0 0.176
H 6.512 -3.406 1.201 0.1 -0.1 0.0 0.214
H 4.767 -3.158 1.298 -0.1 -0.1 0.0 0.219
H -6.865 -2.823 -1.352 0.0 0.0 0.0 0.177
H 5.952 -0.969 1.313 0.0 -0.1 -0.1 0.225
H -2.637 1.846 3.260 -0.1 -0.1 0.0 0.198
H -3.090 0.123 3.290 0.0 0.0 0.0 0.174
H 5.517 -3.569 -0.249 0.0 -0.1 -0.1 0.202
H -1.024 4.412 -1.092 -0.1 -0.1 0.0 0.238
H 7.965 -1.660 -0.007 0.1 -0.1 0.0 0.214
H -7.101 -3.923 0.028 0.0 0.0 -0.1 0.200
H -4.682 -0.836 1.891 0.0 0.0 0.1 0.228
H -4.712 -2.227 -2.140 -0.1 -0.1 0.0 0.220
H 7.193 -0.238 -0.715 0.0 0.1 0.0 0.218
H -0.620 3.181 -2.323 0.1 0.0 0.0 0.245
H -0.474 3.851 1.272 0.0 0.0 0.1 0.246
H 4.371 -1.392 -1.155 -0.1 0.1 0.1 0.423
H -4.274 1.355 2.763 0.0 0.0 0.0 0.184
H 0.934 2.845 1.637 0.0 0.0 0.1 0.221
H -1.074 0.935 -1.590 0.0 0.1 0.1 0.424
H -3.020 -0.561 -2.726 0.0 0.1 -0.1 0.217
H 1.143 4.401 0.822 0.0 0.1 0.0 0.239
```
Positions in Å, forces in eV/Å.

ORCA calculation (ωB97M-V/def2-TZVPD) on a structure of composition C17H24N4O6S2Zn.

Computed properties:
**Energy relative to the best compared isomer or geometry (same formula, charge and spin)**: 0.0 kcal per mole
**HOMO-LUMO gap**: 8.755 eV
**LUMO**: -0.0033 hartree
**HOMO**: -8.8458 eV

The geometry in XYZ format:
```
54
Properties=species:S:1:pos:R:3:forces:R:3:nbo_charge:R:1
Zn -0.110 -0.208 0.351 0.2 0.0 -0.2 1.721
S 0.224 -0.757 -2.785 0.0 -0.1 0.1 2.436
S 0.864 -3.219 -0.125 0.1 -0.1 0.0 2.420
O -0.220 -2.226 0.110 -0.1 0.0 -0.1 -1.141
O 0.428 -4.536 0.266 0.0 0.1 0.0 -0.975
O 2.127 -2.777 0.429 0.0 0.0 0.0 -1.002
O 0.627 -0.014 -3.948 0.0 0.0 0.0 -0.971
O -1.199 -1.059 -2.704 0.1 -0.1 -0.1 -1.008
O 0.708 -0.092 -1.542 0.1 0.1 0.0 -1.137
N 1.881 -0.021 1.145 0.0 -0.1 0.2 -0.573
N -0.499 1.933 0.955 0.0 0.0 -0.1 -0.712
N -2.076 0.266 -0.503 -0.2 -0.1 0.2 -0.777
N -1.392 -0.530 2.102 0.1 0.0 0.0 -0.722
C 2.080 -3.855 -4.497 0.0 -0.1 0.1 -0.209
C -2.632 -1.065 1.521 0.0 0.0 0.0 -0.242
C 2.206 -4.820 -3.512 0.0 0.1 0.0 -0.203
C -1.489 0.695 2.892 0.0 0.0 0.0 -0.231
C 1.183 -3.324 -1.900 0.0 0.0 0.1 -0.220
C 1.047 -2.352 -2.900 0.0 0.0 0.0 -0.364
C 1.761 -4.547 -2.231 0.0 -0.1 0.0 -0.207
C 2.928 0.227 0.356 0.0 0.0 0.0 0.069
C 4.465 -0.340 2.087 0.0 0.0 0.0 -0.144
C -1.482 1.978 2.041 0.0 0.0 0.0 -0.241
C 2.112 -0.433 2.393 0.1 0.0 0.0 0.061
C -2.122 1.673 -0.907 0.0 0.0 0.0 -0.239
C -0.945 2.488 -0.330 0.0 0.0 0.0 -0.237
C 1.502 -2.638 -4.185 0.0 0.0 -0.1 -0.183
C 4.234 0.088 0.792 0.0 0.0 0.0 -0.233
C -3.155 -0.180 0.388 0.1 0.0 0.0 -0.229
C 3.380 -0.605 2.908 0.0 0.0 0.0 -0.238
H 5.475 -0.477 2.450 0.0 0.0 0.0 0.223
H -3.073 2.114 -0.599 0.0 0.0 0.0 0.183
H -3.657 0.694 0.805 0.0 0.0 0.0 0.180
H 1.393 -1.879 -4.946 0.0 0.0 0.0 0.249
H -1.997 -0.342 -1.324 0.0 0.1 0.0 0.462
H 2.648 -5.783 -3.729 0.0 0.0 0.0 0.214
H -1.303 2.824 2.711 0.0 0.0 0.0 0.204
H -2.378 -2.047 1.125 0.0 0.0 0.0 0.249
H -1.234 3.542 -0.252 0.0 0.0 0.0 0.183
H -2.465 2.146 1.606 0.0 0.0 0.0 0.199
H 5.049 0.292 0.113 0.0 0.0 0.0 0.228
H 2.421 -4.043 -5.506 0.0 0.0 0.0 0.214
H -2.084 1.747 -1.994 0.0 0.0 0.0 0.235
H 1.854 -5.295 -1.456 0.0 0.0 0.0 0.245
H -0.096 2.419 -1.012 0.0 0.0 0.0 0.228
H -0.631 0.720 3.566 0.0 0.0 0.0 0.203
H -0.930 -1.270 2.614 -0.1 0.0 0.1 0.403
H 1.242 -0.654 3.000 0.0 0.0 0.0 0.182
H -3.919 -0.738 -0.160 0.0 0.0 0.0 0.213
H 2.692 0.516 -0.659 0.0 0.0 0.0 0.239
H 3.511 -0.958 3.921 0.0 0.0 0.0 0.225
H 0.375 2.360 1.233 0.0 0.0 0.0 0.393
H -2.388 0.704 3.520 0.0 0.0 0.0 0.192
H -3.412 -1.185 2.281 0.0 0.0 0.0 0.184
```
Positions in Å, forces in eV/Å.

ORCA calculation (ωB97M-V/def2-TZVPD) on a structure of composition C17H24NOPdSSb2.

Computed properties:
**Energy relative to the best compared isomer or geometry (same formula, charge and spin)**: 1.3 kcal per mole
**Total charge**: -1
**HOMO-LUMO gap**: 6.284 eV
**LUMO**: 0.1120 hartree
**HOMO**: -3.2374 eV

The geometry in XYZ format:
```
47
Properties=species:S:1:pos:R:3:forces:R:3:nbo_charge:R:1
Sb -0.984 0.053 0.764 0.0 -0.1 0.0 1.129
Sb 2.160 -0.226 -1.709 0.0 0.0 -0.1 1.135
Pd -0.152 0.702 -1.564 0.0 0.1 0.1 -0.147
S -1.582 2.007 -3.088 0.0 -0.1 0.0 -0.357
O -2.616 -0.650 -2.294 0.0 -0.1 0.0 -0.601
N -3.476 0.305 -2.185 0.0 0.1 0.0 0.033
C -5.716 0.938 -1.606 0.0 -0.1 0.0 -0.285
C 0.302 -1.463 1.692 -0.1 0.1 -0.1 -0.773
C -2.757 -1.152 0.956 0.1 0.0 0.0 -1.021
C -4.723 0.001 -1.747 0.0 0.0 0.0 -0.020
C -5.428 2.263 -1.922 0.0 0.0 0.0 -0.229
C 2.986 0.251 3.723 0.0 0.0 0.0 -0.232
C -4.161 2.574 -2.358 0.0 0.0 0.0 -0.255
C 2.768 -0.995 1.216 0.1 0.0 0.0 -0.028
C 2.926 -1.510 -3.270 0.0 0.0 0.0 -1.017
C 3.970 -0.435 1.656 0.0 0.0 0.0 -0.208
C 1.789 -0.306 3.306 0.0 0.0 0.0 -0.208
C 3.975 0.924 -1.541 0.0 0.0 0.0 -1.018
C 2.735 -1.628 -0.137 0.0 0.0 0.0 -0.779
C 1.645 -0.924 2.060 0.0 0.0 0.1 -0.036
C -1.334 1.121 2.611 0.0 0.0 0.0 -1.021
C -3.144 1.614 -2.503 0.0 0.0 0.0 0.007
C 4.090 0.189 2.886 0.0 0.0 0.0 -0.234
H 4.835 -0.498 1.004 0.0 0.0 0.0 0.201
H -0.229 -1.814 2.580 0.0 0.0 0.0 0.216
H -3.885 3.588 -2.610 0.0 0.0 0.0 0.223
H -6.689 0.625 -1.254 0.0 0.0 0.0 0.207
H 0.351 -2.279 0.972 0.0 0.0 0.0 0.224
H 4.034 1.600 -2.394 0.0 0.0 0.0 0.223
H -2.147 1.824 2.426 0.0 0.0 0.0 0.222
H -3.630 -0.498 0.946 0.0 0.0 0.0 0.223
H -4.847 -1.050 -1.533 0.0 0.0 0.0 0.216
H 2.248 -2.344 -3.444 0.0 0.0 0.0 0.224
H 3.053 0.726 4.694 0.0 0.0 0.0 0.201
H 5.039 0.614 3.190 0.0 0.0 0.0 0.201
H 4.850 0.272 -1.532 0.0 0.0 0.0 0.206
H 3.725 -1.994 -0.417 0.0 0.0 0.0 0.215
H -6.182 3.034 -1.825 0.0 0.0 0.0 0.202
H -0.449 1.681 2.911 0.0 0.0 0.0 0.224
H 3.003 -0.936 -4.194 0.0 0.0 0.0 0.222
H -2.808 -1.812 0.091 0.0 0.0 0.0 0.245
H 0.926 -0.266 3.961 0.0 0.0 0.0 0.202
H -1.625 0.434 3.408 0.0 0.0 0.0 0.206
H -2.739 -1.721 1.887 0.0 0.0 0.0 0.204
H 3.913 -1.890 -2.999 0.0 0.0 0.0 0.205
H 3.944 1.513 -0.625 0.0 0.0 0.0 0.230
H 2.034 -2.462 -0.190 0.0 0.0 0.0 0.224
```
Positions in Å, forces in eV/Å.

ORCA calculation (ωB97M-V/def2-TZVPD) on a structure of composition C17H24O6PtS3.

Computed properties:
**Energy relative to the best compared isomer or geometry (same formula, charge and spin)**: 10.9 kcal per mole
**Spin multiplicity**: 3
**Expectation value of S²**: 2.007
**HOMO-LUMO gap (spin up / spin down)**: 8.214 / 7.631 eV
**LUMO (spin up / spin down)**: 0.0064 / -0.0294 hartree
**HOMO (spin up / spin down)**: -8.0414 / -8.4298 eV

The geometry in XYZ format:
```
51
Properties=species:S:1:pos:R:3:forces:R:3:mulliken_spin:R:1
Pt -0.311 0.407 0.219 -0.1 0.0 0.2 1.343
S -0.929 2.702 1.123 -0.1 -0.1 -0.1 0.172
S 1.999 4.046 -0.944 0.1 0.1 0.0 0.000
S 1.896 0.896 1.180 0.0 -0.2 0.3 0.187
O -5.284 1.066 -0.973 0.1 0.0 0.1 0.002
O -2.747 0.752 -0.537 -0.1 -0.2 0.3 0.017
O 2.198 -2.133 -2.004 0.0 -0.2 -0.1 0.010
O 1.038 -0.443 -1.172 0.2 0.0 -0.7 0.093
O -0.799 -1.945 -0.188 0.0 -0.1 0.0 0.034
O -2.041 0.120 1.465 -0.7 0.1 -0.1 0.106
C -6.769 0.544 0.765 0.1 0.0 0.1 0.000
C 2.151 2.274 -1.295 -0.3 -0.1 -0.1 0.008
C -4.658 -0.148 2.426 0.0 0.0 0.1 0.002
C 2.871 1.475 -0.229 0.2 -0.1 0.1 0.002
C 1.271 -1.708 -1.342 0.1 0.6 0.0 0.007
C 1.634 2.385 2.184 0.0 0.1 0.0 0.008
C -0.485 4.304 0.398 0.1 0.2 0.0 0.009
C 1.151 -3.076 0.692 0.0 -0.1 0.0 -0.012
C 0.164 2.551 2.543 0.2 0.0 0.1 -0.003
C -3.000 0.397 0.645 0.4 -0.1 0.1 -0.021
C -4.390 0.295 1.128 0.0 0.0 0.0 0.017
C 0.383 -2.674 -0.562 -0.1 -0.2 0.2 -0.003
C -0.007 -3.879 -1.398 0.0 0.0 0.0 0.001
C -5.459 0.639 0.289 -0.1 0.1 -0.2 0.003
C -5.950 -0.248 2.896 0.0 0.0 -0.1 0.000
C 0.216 4.325 -0.955 -0.1 0.0 0.0 0.002
C -7.003 0.105 2.050 0.0 0.0 0.0 0.000
H -8.024 0.034 2.405 0.0 0.0 0.0 0.000
H 1.397 -2.201 1.298 0.0 0.0 0.0 0.004
H -6.144 -0.594 3.901 0.0 0.0 0.0 0.000
H 0.884 -4.371 -1.783 0.0 0.0 0.0 0.001
H -0.624 -3.571 -2.241 0.0 0.0 0.0 0.000
H -1.443 4.818 0.307 0.0 0.0 0.0 0.001
H -0.571 -4.587 -0.789 0.0 0.0 0.0 0.001
H 2.234 2.296 3.090 0.0 -0.1 0.0 0.001
H 3.726 2.007 0.191 0.0 0.0 -0.1 0.008
H 3.228 0.544 -0.667 0.0 0.0 0.0 -0.001
H 0.029 3.397 3.219 0.0 0.1 -0.1 0.000
H 2.000 3.239 1.613 -0.1 0.0 0.0 0.003
H 0.108 4.850 1.134 0.0 0.0 0.0 0.007
H -1.218 -2.375 0.568 0.0 0.1 0.0 0.001
H -0.224 1.665 3.051 0.0 0.0 0.0 -0.006
H -0.262 3.649 -1.666 0.0 0.0 0.0 -0.002
H 1.143 1.885 -1.444 0.2 0.0 -0.1 0.003
H 0.097 5.333 -1.358 0.0 0.0 0.0 -0.001
H 0.555 -3.765 1.296 0.0 0.0 0.0 0.000
H -3.816 -0.406 3.055 0.0 0.0 0.0 -0.002
H 2.074 -3.580 0.411 0.0 0.0 0.0 0.000
H 2.684 2.140 -2.236 0.0 0.1 0.0 -0.002
H -7.578 0.817 0.102 0.0 0.0 0.0 0.000
H -4.314 1.037 -1.149 -0.1 0.0 0.0 -0.001
```
Positions in Å, forces in eV/Å.

Calculated energy in order - -34216.487, -106354.916, -48945.950, -66055.881 eV